1.
This record from the OMol25 dataset describes a molecular structure, C29H47BrFeN2OP2 at a distorted geometry. The level of theory is ωB97M-V/def2-TZVPD.

LUMO level (spin up / spin down): -7.52 / -8.50 eV
Frontier orbital gap (spin up / spin down): 6.284 / 5.298 eV

The geometry in ORCA input format:
```
! RIJCOSX wB97M-V def2-TZVPD def2/J DEFGRID3
* xyz 2 5
C -5.49748 0.94232 1.31848
C -5.05283 1.58467 0.14023
C -4.92230 2.98041 0.16151
C -5.48545 3.68069 1.22851
N -6.00021 3.06047 2.28063
C -6.02920 1.73770 2.33457
C -4.55781 0.84613 -1.00567
C -3.85877 0.07456 -1.68690
C -2.69914 -0.65938 -2.13677
C -1.95416 -1.30359 -1.11720
C -0.70807 -1.86008 -1.43949
C -0.17913 -1.45272 -2.69082
C -0.89865 -1.00808 -3.77382
C -2.24630 -0.69610 -3.46379
Fe 1.11306 -0.58820 -1.60045
P 0.26520 0.54101 0.98833
H -4.35320 3.50997 -0.60835
H -5.38073 -0.12970 1.47263
H -5.50469 4.76851 1.20726
H -6.47947 1.28220 3.20515
H -2.87336 -0.33786 -4.27518
H -2.43759 -1.50604 -0.16045
H -0.45616 -0.85327 -4.76225
H -0.18288 -2.57221 -0.77334
C 1.59235 0.84413 2.24676
C 1.33027 1.82809 3.38973
H 2.48518 1.17865 1.70184
H 1.86982 -0.13429 2.66463
H 2.24169 1.96697 3.98750
H 1.05189 2.83078 3.05102
H 0.57441 1.48848 4.10373
C -0.70415 2.12198 0.82431
C -1.63130 2.57506 1.96160
H -1.33127 1.97105 -0.07088
H -0.01505 2.94502 0.57944
H -2.07492 3.54881 1.69568
H -2.47241 1.87887 2.09203
H -1.11478 2.72750 2.92094
C -0.91624 -0.50811 1.94689
C -1.12894 -0.30561 3.44926
H -0.58530 -1.54378 1.78087
H -1.88119 -0.41856 1.42954
H -1.82327 -1.08036 3.80366
H -0.21204 -0.42688 4.03630
H -1.59229 0.65111 3.71708
Br 2.45126 -1.79225 -3.12701
P 2.02046 1.86225 -1.60544
C 2.31260 3.32706 -0.54314
C 3.61276 4.09738 -0.77138
H 2.29062 2.94698 0.48838
H 1.46480 4.02041 -0.63403
H 3.70632 4.88775 -0.01761
H 4.49337 3.45852 -0.66218
H 3.65029 4.59633 -1.74726
C 3.72180 1.35453 -2.15985
C 4.12899 1.76887 -3.56426
H 3.76081 0.24458 -2.08100
H 4.44295 1.73157 -1.42646
H 5.03918 1.21828 -3.86319
H 3.32506 1.55117 -4.29196
H 4.39488 2.83691 -3.62303
C 1.00215 2.41116 -3.03464
C 1.27102 3.80140 -3.61555
H -0.02935 2.39150 -2.64441
H 1.04719 1.65002 -3.83097
H 0.57776 3.97260 -4.45042
H 1.09220 4.60583 -2.89139
H 2.28298 3.91335 -4.02429
C 2.42001 -5.75786 1.16689
N 1.99463 -4.49813 0.58735
C 1.22112 -4.59218 -0.63331
C 2.25444 -3.28780 1.14187
C 3.07962 -3.27331 2.41127
O 1.79287 -2.26244 0.59559
H 2.16066 -6.52995 0.41639
H 1.89204 -5.95757 2.12168
H 3.51013 -5.77267 1.35961
H 0.20152 -4.20712 -0.50456
H 1.70575 -4.04112 -1.44319
H 1.13767 -5.65377 -0.87557
H 3.23090 -2.23574 2.72454
H 2.53291 -3.79680 3.21044
H 4.07718 -3.72796 2.26385
*
```

2.
This record from the OMol25 dataset describes a molecular structure, C29H47DyN2O2P2 at a distorted geometry. The level of theory is ωB97M-V/def2-TZVPD.

LUMO level (spin up / spin down): 0.26 / 0.27 eV
Frontier orbital gap (spin up / spin down): 5.724 / 5.726 eV

The geometry in ORCA input format:
```
! RIJCOSX wB97M-V def2-TZVPD def2/J DEFGRID3
* xyz 0 6
C -0.85634 3.91226 -1.45696
C -1.00784 2.58971 -0.99513
N -0.04662 2.07324 -0.13390
C 0.94628 2.85212 0.32166
C 1.05984 4.18673 -0.03959
C 0.16163 4.69992 -0.95037
C -2.15762 1.83369 -1.39016
P -2.69760 0.28006 -0.73580
Dy -0.46677 0.14508 0.96391
P 2.25480 0.41654 1.17503
C 1.95515 2.25860 1.31941
C -0.28129 -2.44276 -0.20706
C -1.33841 -3.24803 0.38816
C -1.08075 -4.41503 1.07702
C 0.22348 -4.90017 1.26814
C 1.28229 -4.11194 0.80122
C 1.07830 -2.94922 0.07034
O -1.03606 1.61226 -5.47292
O 1.61564 -1.64590 -3.28390
H -1.61647 4.29852 -2.11676
H 1.90027 4.72636 0.33056
H 0.26274 5.71141 -1.28045
C -4.37644 0.65290 -0.08742
C -3.12974 -0.67589 -2.24470
H 2.93315 2.75407 1.17791
H 1.60476 2.49431 2.35179
H -1.45420 1.53671 -6.33153
H -2.82502 2.38611 -2.13670
C 3.08825 0.13449 2.76035
C 3.63647 0.39929 -0.00124
H -2.34031 -2.90458 0.16117
H -1.90772 -4.98433 1.44602
H 0.36235 -5.86400 1.75137
H 2.27036 -4.51726 0.98904
H 1.93981 -2.32379 -0.18747
H -0.38591 -1.10763 -0.38893
H 0.81150 -1.17344 -3.43748
H 2.04793 -1.09596 -2.60488
H -0.15222 1.97460 -5.70206
H -0.61741 -2.24117 -1.23426
H -5.08183 0.87245 -0.90194
H -4.74566 -0.20367 0.49288
H -4.33108 1.52621 0.57468
H -4.00729 -0.21015 -2.74533
H -2.28392 -0.68543 -2.96378
H -3.38709 -1.72523 -1.99096
H 4.51216 0.90064 0.43257
H 3.88859 -0.64662 -0.21552
H 3.36129 0.89368 -0.94174
H 4.11466 0.52539 2.72536
H 2.53875 0.59791 3.59186
H 3.11293 -0.95078 2.92362
C 1.24661 2.99141 5.93995
C 0.34994 2.84250 4.75173
C -0.14686 3.96942 4.08684
C -1.04145 3.87534 3.01649
C -1.54290 5.11663 2.34556
C -1.46746 2.61248 2.60801
C -0.95761 1.45567 3.25846
C -0.03835 1.57965 4.32357
N -1.44383 0.19102 2.85677
C -2.10660 -0.77078 3.68370
C -1.12964 -1.86297 4.11566
C -2.67419 -0.03948 4.88669
C -3.25312 -1.38380 2.87951
H 2.07076 3.67524 5.71957
H 0.71092 3.41087 6.79931
H 1.66819 2.03232 6.24770
H 0.17695 4.96042 4.42517
H -2.28979 5.63992 2.95686
H -0.72159 5.81893 2.17023
H -2.00070 4.89026 1.38081
H -2.25580 2.50365 1.84818
H 0.30589 0.66875 4.81743
H -0.26114 -1.43143 4.63148
H -1.65222 -2.53406 4.80894
H -0.76172 -2.45871 3.26738
H -3.33588 0.77038 4.56377
H -3.24342 -0.75722 5.47332
H -1.87962 0.37881 5.50781
H -3.89875 -0.59231 2.47464
H -2.90478 -2.00858 2.04403
H -3.84214 -2.01260 3.55960
*
```

3.
This record from the OMol25 dataset describes a molecular structure, C29H47N2O2P2Yb at a distorted geometry. The level of theory is ωB97M-V/def2-TZVPD.

LUMO level: -0.81 eV
Frontier orbital gap: 4.112 eV

The geometry in ORCA input format:
```
! RIJCOSX wB97M-V def2-TZVPD def2/J DEFGRID3
* xyz 0 2
C -3.71833 -1.16926 -0.97459
C -2.53169 -0.47279 -1.34028
N -2.03357 0.50591 -0.50128
C -2.50786 0.61695 0.74004
C -3.62565 -0.10621 1.17162
C -4.25415 -0.98410 0.28772
C -1.81893 -0.78701 -2.52198
P -0.13837 -0.25881 -2.77815
Yb 1.34296 3.69860 -1.05651
P -0.44109 2.58229 1.13759
C -1.80484 1.50382 1.75870
C 3.47009 4.25101 -0.98191
C 3.25540 3.72569 -2.29467
C 2.71536 2.46551 -2.44912
C 2.42380 1.67437 -1.33998
C 2.73476 2.13014 -0.06007
C 3.29651 3.37420 0.12736
O -2.39923 0.87023 -6.37739
O -1.36947 2.65816 -2.06820
H -4.14069 -1.87198 -1.69393
H -3.97777 0.03213 2.19218
H -5.15029 -1.52310 0.59740
C 0.68799 -1.87575 -3.10054
C -0.16026 0.47908 -4.46120
H -2.55602 2.13837 2.26044
H -1.35327 0.85305 2.53319
H -2.03691 1.46709 -6.99196
H -2.30008 -1.46634 -3.23269
C 0.30672 3.00067 2.75361
C -1.37736 4.13055 0.83782
H 3.41418 4.37822 -3.15221
H 2.49453 2.08125 -3.44595
H 1.95835 0.69325 -1.46033
H 2.52772 1.49110 0.79717
H 3.51850 3.75248 1.12650
H 2.78529 5.14987 -0.82130
H -1.99566 2.74067 -2.80432
H -1.61297 1.90343 -1.54476
H -3.20493 1.29135 -6.03786
H 3.75192 5.30065 -0.83076
H 0.46138 -2.21099 -4.12173
H 1.77363 -1.75756 -2.97679
H 0.33163 -2.60821 -2.36367
H 0.50896 -0.10285 -5.11076
H -1.16740 0.51293 -4.91203
H 0.22847 1.50504 -4.37850
H -2.22789 4.14633 1.53258
H -0.76125 5.02442 1.02363
H -1.76667 4.15055 -0.19203
H -0.36496 3.63676 3.34801
H 0.51552 2.07122 3.30383
H 1.25954 3.52738 2.59784
C -1.01401 -1.69845 5.03580
C -0.95722 -2.07492 3.57899
C -1.95660 -2.89178 3.03913
C -1.94464 -3.26223 1.68878
C -3.03525 -4.14188 1.14631
C -0.91597 -2.80675 0.87628
C 0.18572 -2.04203 1.38807
C 0.07894 -1.63854 2.76218
N 1.22529 -1.73909 0.59167
C 2.60940 -2.19795 0.86502
C 3.35050 -1.19681 1.74086
C 2.69252 -3.56612 1.54374
C 3.31174 -2.29019 -0.48890
H -1.95592 -1.18524 5.27757
H -0.96211 -2.58951 5.67843
H -0.18124 -1.03791 5.30246
H -2.76947 -3.23938 3.68270
H -2.93133 -5.17624 1.50595
H -4.02456 -3.78696 1.46438
H -3.01257 -4.16126 0.05133
H -0.88947 -3.07698 -0.18214
H 0.85843 -0.99065 3.16995
H 2.92433 -1.16595 2.74879
H 4.40323 -1.49201 1.82233
H 3.30551 -0.18832 1.31777
H 2.16746 -4.32641 0.95521
H 3.74430 -3.86244 1.63170
H 2.26348 -3.54212 2.55143
H 2.79553 -3.00877 -1.13666
H 3.31970 -1.32264 -1.00371
H 4.34867 -2.62022 -0.35520
*
```

| no. | E_tot (Eh) |
| --- | --- |
| 1 | -5837.70667 |
| 2 | -2960.84738 |
| 3 | -3234.30931 |